1.
Formula: C4H9NO
Source: the Open Molecules 2025 dataset
Level of theory: ωB97M-V/def2-TZVPD

Geometry (Å):
C (0.98299, 0.44548, 1.08843)
C (0.26973, 0.06386, -0.21592)
C (1.09672, -0.89742, -1.06397)
C (-1.08712, -0.56445, 0.09753)
N (-2.01032, 0.26949, 0.65901)
O (-1.33549, -1.74093, -0.10226)
H (1.07007, -0.42630, 1.74708)
H (0.44512, 1.22775, 1.63514)
H (1.99256, 0.81358, 0.87736)
H (0.08847, 0.98383, -0.79024)
H (0.55775, -1.16674, -1.97794)
H (2.05520, -0.43841, -1.33602)
H (1.28709, -1.82490, -0.51396)
H (-1.87395, 1.26414, 0.71732)
H (-2.93104, -0.10340, 0.83296)

## Properties
Structure (SMILES): CC(C)C(N)=O
Energy above the lowest of the compared OMol25 structures with the same formula, charge and spin (kcal per mole): 0.6
Gap between HOMO and LUMO (eV): 10.613
Highest occupied orbital energy (eV): -9.7

---

2.
Formula: C45H45FIN13O6PSSr
Source: the Open Molecules 2025 dataset
Level of theory: ωB97M-V/def2-TZVPD

Geometry (Å):
Sr (0.20114, -0.37376, -0.47457)
C (2.07691, -4.38003, -2.16300)
C (2.22452, -2.88836, -2.05773)
O (1.39406, -2.19540, -1.47175)
N (3.28895, -2.32874, -2.64897)
C (3.53271, -0.89106, -2.60481)
C (2.73041, -0.12463, -3.63032)
C (3.26798, 0.12144, -4.88740)
C (2.52489, 0.81493, -5.82570)
C (1.25847, 1.24620, -5.47240)
C (0.80260, 0.96670, -4.19574)
N (1.50725, 0.29863, -3.27783)
H (1.21658, -4.69202, -1.57810)
H (2.96975, -4.89421, -1.80766)
H (1.91610, -4.66265, -3.20453)
H (3.90915, -2.92159, -3.17515)
H (4.59750, -0.74420, -2.78301)
H (3.30922, -0.53605, -1.60027)
H (4.26797, -0.22178, -5.11885)
H (2.92888, 1.01999, -6.80796)
H (0.63482, 1.79943, -6.16037)
H (-0.17467, 1.31061, -3.88701)
N (-1.62529, -3.67869, -0.08644)
P (-1.75641, -2.52570, 1.19463)
C (-2.90907, -3.35852, 2.31376)
C (-2.58035, -4.52680, 3.00338)
C (-3.51163, -5.12878, 3.83185)
C (-4.77328, -4.56264, 3.98513)
C (-5.10454, -3.40013, 3.30761)
C (-4.17374, -2.79893, 2.46878)
C (-0.16824, -2.70975, 2.09624)
C (-0.11598, -2.16379, 3.38295)
C (1.03842, -2.24681, 4.13607)
C (2.17839, -2.84039, 3.59801)
C (2.14358, -3.36283, 2.31681)
C (0.96511, -3.31776, 1.57517)
C (-1.77977, -3.31508, -1.42307)
C (-2.32231, -4.22638, -2.33758)
C (-2.41530, -3.86155, -3.65961)
C (-1.97013, -2.60105, -4.05715)
C (-1.45427, -1.77663, -3.08319)
N (-1.35542, -2.11126, -1.79148)
H (-1.97501, -4.60477, 0.12173)
H (-1.58547, -4.94944, 2.91656)
H (-3.25332, -6.03079, 4.37048)
H (-5.49735, -5.03164, 4.63812)
H (-6.08592, -2.96112, 3.42702)
H (-4.43684, -1.90802, 1.91084)
H (-0.99808, -1.70110, 3.81607)
H (1.05406, -1.86077, 5.14645)
H (3.08317, -2.90995, 4.18764)
H (3.02806, -3.82665, 1.90015)
H (0.92627, -3.75147, 0.58475)
H (-2.66908, -5.19280, -1.99643)
H (-2.83569, -4.54987, -4.38091)
H (-2.01922, -2.27493, -5.08542)
H (-1.07445, -0.79797, -3.35136)
C (-2.95413, 2.92768, 3.05394)
C (-3.74868, 2.14037, 2.08159)
N (-5.02803, 2.21624, 1.91411)
N (-5.28315, 1.31238, 0.92110)
C (-4.20295, 0.66218, 0.45298)
S (-4.17404, -0.53585, -0.70140)
N (-3.19519, 1.22114, 1.21416)
N (-1.84463, 0.90270, 1.12048)
H (-3.63754, 3.47026, 3.70134)
H (-2.30927, 3.64886, 2.54793)
H (-2.32295, 2.28110, 3.66505)
H (-6.22313, 1.15085, 0.60208)
H (-1.29964, 1.75630, 1.08476)
H (-1.54404, 0.39673, 1.94960)
I (-1.05092, 5.78000, -3.99540)
C (-1.87732, 3.89227, -3.78006)
C (-2.71943, 3.34894, -4.73622)
C (-3.21485, 2.07399, -4.51056)
C (-2.83905, 1.39686, -3.36083)
N (-2.00912, 1.90515, -2.44749)
C (-1.55931, 3.14181, -2.65706)
H (-2.98623, 3.90380, -5.62543)
H (-3.89136, 1.60912, -5.21413)
H (-3.22969, 0.40977, -3.14955)
H (-0.89200, 3.55372, -1.91434)
F (1.52623, 0.94990, 6.50180)
C (2.45537, 0.74382, 5.56328)
C (2.32517, 1.23360, 4.33278)
N (3.26145, 0.99751, 3.34662)
C (3.03010, 1.51557, 2.00468)
C (2.00946, 0.66587, 1.26700)
O (2.36416, 0.05083, 0.22712)
O (0.82976, 0.63376, 1.71873)
C (4.38147, 0.21872, 3.57357)
O (5.20243, -0.03566, 2.72306)
N (4.47791, -0.26612, 4.86613)
C (3.59318, -0.09532, 5.92882)
O (3.76636, -0.62744, 6.99740)
H (1.46250, 1.81304, 4.03840)
H (3.97687, 1.52237, 1.47339)
H (2.64208, 2.53215, 2.09934)
H (5.29454, -0.83225, 5.05344)
N (2.17401, 7.55787, -0.06481)
C (2.68425, 6.54359, -0.80113)
O (3.61959, 6.68479, -1.55776)
C (2.02793, 5.18551, -0.65703)
C (2.58325, 4.13813, -1.37143)
C (1.99941, 2.88425, -1.29371)
N (0.90700, 2.61968, -0.57330)
C (0.39846, 3.63188, 0.13192)
C (0.91198, 4.91698, 0.12457)
H (2.59008, 8.46735, -0.17396)
H (1.37911, 7.45923, 0.53615)
H (3.45695, 4.31633, -1.98218)
H (2.41945, 2.05043, -1.83836)
H (-0.48428, 3.42711, 0.72611)
H (0.41434, 5.67147, 0.71822)

## Properties
Energy above the lowest of the compared OMol25 structures with the same formula, charge and spin (kcal per mole): 16.7
Gap between HOMO and LUMO (eV): 7.676
Highest occupied orbital energy (eV): -10.0
Net charge: +1

---

3.
Formula: C4H11O
Source: the Open Molecules 2025 dataset
Level of theory: ωB97M-V/def2-TZVPD

Geometry (Å):
C (1.91864, -1.08820, -2.17466)
O (2.11658, -0.61698, -0.90377)
H (1.34204, -0.40163, -2.82800)
H (1.26252, -2.00375, -2.32240)
H (2.82371, -1.21571, -2.86188)
C (-1.20448, -0.01079, -0.05483)
C (-1.72955, 0.25909, 1.32363)
C (-1.00810, 1.48498, 2.01028)
H (-0.10099, 0.23130, -0.02105)
H (-1.29948, -1.13817, -0.19531)
H (-1.68782, 0.69750, -0.71718)
H (-2.93224, 0.27763, 1.40395)
H (-1.55676, -0.73948, 1.95181)
H (-1.25247, 1.58407, 3.05464)
H (-1.44838, 2.38600, 1.56749)
H (0.05812, 1.38757, 1.57157)

## Properties
Energy above the lowest of the compared OMol25 structures with the same formula, charge and spin (kcal per mole): 30.3
Gap between HOMO and LUMO (eV): 5.809
Highest occupied orbital energy (eV): -1.9
Net charge: -1

---

4.
Formula: C28H73N18O14P
Source: the Open Molecules 2025 dataset
Level of theory: ωB97M-V/def2-TZVPD

Geometry (Å):
C (-3.46690, 5.26097, -6.87194)
C (-4.76455, 4.47034, -6.63669)
C (-5.12456, 4.37148, -5.14092)
C (-5.75924, 3.02848, -4.72820)
C (-4.99825, 2.28588, -3.60821)
C (-5.91647, 1.60501, -2.58546)
C (-5.20469, 1.32888, -1.24859)
C (-5.55930, -0.03138, -0.64027)
C (-5.20630, -0.17877, 0.85408)
C (-4.30490, -1.39445, 1.14056)
C (-3.25880, -1.19183, 2.25613)
C (-3.64080, -1.82664, 3.59866)
C (-2.41511, -2.02050, 4.52430)
C (-2.40075, -3.34901, 5.29806)
C (-2.35811, -3.23291, 6.82279)
C (-2.13700, -1.89225, 7.52185)
C (-1.96982, -2.36155, 8.96137)
O (-2.16772, -1.76431, 9.97059)
O (-1.54740, -3.66430, 8.93597)
C (-1.29901, -4.04212, 7.57942)
C (0.12476, -3.75074, 7.04792)
P (1.41380, -3.47545, 8.25652)
O (1.13370, -2.59232, 9.39591)
O (1.88733, -4.94456, 8.68322)
O (2.60162, -2.86641, 7.34293)
H (-3.36257, 6.04356, -6.11583)
H (-3.43412, 5.73004, -7.85589)
H (-2.60225, 4.60153, -6.78592)
H (-5.57146, 4.94276, -7.20281)
H (-4.62694, 3.47275, -7.05980)
H (-5.83994, 5.15897, -4.91547)
H (-4.21106, 4.54239, -4.56738)
H (-6.79619, 3.18891, -4.42503)
H (-5.80442, 2.38367, -5.61041)
H (-4.36664, 3.01302, -3.09330)
H (-4.36193, 1.52758, -4.07092)
H (-6.29704, 0.66872, -3.00031)
H (-6.75707, 2.27323, -2.38756)
H (-4.12113, 1.36040, -1.39820)
H (-5.44756, 2.11583, -0.52963)
H (-6.61222, -0.26318, -0.81694)
H (-4.98954, -0.78647, -1.19097)
H (-4.71067, 0.72513, 1.21787)
H (-6.12975, -0.26677, 1.43194)
H (-4.92765, -2.24662, 1.42254)
H (-3.77574, -1.66185, 0.22401)
H (-3.06420, -0.12454, 2.39515)
H (-2.31536, -1.64964, 1.95589)
H (-4.15404, -2.77591, 3.42975)
H (-4.36495, -1.17953, 4.10884)
H (-2.33925, -1.15993, 5.19027)
H (-1.54136, -1.98440, 3.87416)
H (-3.29337, -3.91794, 5.03468)
H (-1.56390, -3.95300, 4.93575)
H (-3.29253, -3.60443, 7.25604)
H (-2.90030, -1.13023, 7.39912)
H (-1.17826, -1.42244, 7.26941)
H (-1.47513, -5.11064, 7.46749)
H (0.15946, -2.90242, 6.36172)
H (0.42402, -4.62212, 6.46001)
H (2.50897, -4.87362, 9.42017)
H (3.23396, -2.44820, 7.94357)
C (0.74897, -1.87957, 1.93053)
O (-0.24080, -2.57902, 2.09646)
N (0.71152, -0.73679, 1.19317)
N (1.96004, -2.19372, 2.46518)
H (1.50511, -0.13957, 1.06632)
H (-0.17036, -0.47413, 0.79556)
H (2.01113, -3.03480, 3.00617)
H (2.78857, -1.64350, 2.34393)
C (3.36420, -4.37773, -0.30451)
O (3.90297, -3.31040, -0.03816)
N (2.52273, -4.99690, 0.56852)
N (3.57156, -5.01466, -1.49313)
H (2.06445, -5.86789, 0.38250)
H (2.34746, -4.52034, 1.43212)
H (4.20805, -4.58977, -2.14484)
H (3.14008, -5.88660, -1.73288)
C (-2.61330, 2.53108, -5.46747)
O (-3.08869, 3.61509, -5.76674)
N (-3.40198, 1.48599, -5.05501)
N (-1.27816, 2.26089, -5.51206)
H (-3.04405, 0.58599, -4.80030)
H (-4.38985, 1.65160, -5.01884)
H (-0.67702, 2.99703, -5.82617)
H (-0.87720, 1.36985, -5.28721)
C (-7.91251, 7.23621, -3.63200)
O (-7.47615, 6.10404, -3.53860)
N (-7.42392, 8.13441, -4.54140)
N (-8.92472, 7.70059, -2.83642)
H (-7.76824, 9.07015, -4.63636)
H (-6.68041, 7.82280, -5.13819)
H (-9.30312, 7.06355, -2.16132)
H (-9.29725, 8.62829, -2.89823)
C (5.67237, -1.08139, -2.94870)
O (6.02735, -2.09478, -3.53552)
N (6.08868, 0.16286, -3.31838)
N (4.80905, -1.13139, -1.88888)
H (5.82936, 0.99747, -2.82796)
H (6.72397, 0.24145, -4.10132)
H (4.50021, -2.03979, -1.57559)
H (4.47929, -0.31936, -1.40318)
C (9.43618, 0.73286, -3.86264)
O (8.57716, 0.96140, -4.70835)
N (10.28253, 1.71429, -3.41846)
N (9.61677, -0.48371, -3.29920)
H (10.98933, 1.54676, -2.72854)
H (10.18197, 2.62766, -3.81773)
H (9.00009, -1.22117, -3.59234)
H (10.32596, -0.67198, -2.60582)
C (0.71872, 0.45203, 5.60087)
O (0.97373, 0.38717, 4.41123)
N (-0.14194, 1.37883, 6.11901)
N (1.27213, -0.40842, 6.51301)
H (-0.36556, 1.44260, 7.09371)
H (-0.56597, 2.01972, 5.47495)
H (1.88774, -1.11359, 6.15219)
H (1.08373, -0.38085, 7.49745)
C (1.79759, 0.21677, -5.28418)
O (0.89133, 0.45383, -6.07186)
N (2.06196, -1.03499, -4.81146)
N (2.61666, 1.19848, -4.80172)
H (2.79784, -1.22648, -4.15464)
H (1.49201, -1.78706, -5.14923)
H (2.46245, 2.13132, -5.13456)
H (3.37692, 1.01850, -4.17213)
C (12.26219, -1.53509, -0.28953)
O (11.37442, -1.28643, -1.09261)
N (12.43125, -2.78279, 0.22900)
N (13.14115, -0.58782, 0.14636)
H (13.14778, -3.01490, 0.88960)
H (11.79521, -3.49600, -0.07562)
H (13.03727, 0.34116, -0.21470)
H (13.87261, -0.77552, 0.80483)

## Properties
Gap between HOMO and LUMO (eV): 8.049
Highest occupied orbital energy (eV): -8.0

---

5.
Formula: C5H8O
Source: the Open Molecules 2025 dataset
Level of theory: ωB97M-V/def2-TZVPD

Geometry (Å):
C (-1.71814, 0.59656, 0.10973)
C (-0.86838, 0.11164, 1.01268)
C (-0.92800, 0.29272, -1.03872)
C (0.06527, -0.33485, 0.06619)
C (1.15886, -1.29970, 0.30062)
O (1.30856, 1.79944, -0.04843)
H (-2.64458, 1.08521, 0.11043)
H (-0.98858, -0.10672, 2.12316)
H (-1.44218, -0.31081, -1.76165)
H (-0.30089, 1.09376, -1.40533)
H (0.81733, -2.27141, 0.75541)
H (1.95667, -0.99979, 0.98755)
H (1.51027, -1.57180, -0.69499)
H (2.07379, 1.91573, -0.51666)

## Properties
Energy above the lowest of the compared OMol25 structures with the same formula, charge and spin (kcal per mole): 133.8
Gap between HOMO and LUMO (alpha / beta) (eV): 6.728 / 8.401
Highest occupied orbital energy (alpha / beta) (eV): -7.7 / -8.9

---

6.
Formula: C9H18Si
Source: the Open Molecules 2025 dataset
Level of theory: ωB97M-V/def2-TZVPD

Geometry (Å):
C (1.94652, 2.14891, -0.87523)
C (1.31688, 0.96140, -0.45418)
C (0.44294, 0.00658, -0.22903)
Si (-1.84482, -0.15244, -0.06494)
C (-2.35947, -1.89164, -0.76201)
C (-2.48655, 1.46087, -0.81859)
C (-2.46397, -0.02343, 1.72941)
C (1.87685, -0.37735, 0.01829)
C (2.32197, -0.47073, 1.55296)
C (2.52101, -1.43089, -0.83437)
H (1.78167, 2.28477, -1.99327)
H (3.03408, 2.04759, -0.70252)
H (1.35654, 3.07698, -0.49746)
H (-3.39366, -1.98233, -0.58116)
H (-2.19975, -2.14917, -1.78040)
H (-1.84913, -2.65823, -0.05477)
H (-1.51842, 2.10641, -0.98099)
H (-2.84940, 1.40372, -1.85771)
H (-3.26381, 2.01883, -0.21577)
H (-2.17476, -0.84729, 2.51015)
H (-2.06502, 0.88794, 2.22518)
H (-3.58776, 0.06167, 1.99278)
H (2.37912, 0.59876, 2.02881)
H (3.34973, -0.91751, 1.73438)
H (1.65551, -1.02429, 2.16330)
H (3.54565, -1.24546, -0.85679)
H (2.29094, -1.48105, -1.90992)
H (2.23714, -2.41263, -0.48616)

## Properties
Structure (SMILES): CC1=C([Si](C)(C)C)C1(C)C
Energy above the lowest of the compared OMol25 structures with the same formula, charge and spin (kcal per mole): 64.5
Gap between HOMO and LUMO (eV): 9.122
Highest occupied orbital energy (eV): -8.3